{"formula": "C5H16N3", "method": "ωB97M-V/def2-TZVPD", "elements": ["N", "C", "C", "C", "N", "C", "N", "C", "H", "H", "H", "H", "H", "H", "H", "H", "H", "H", "H", "H", "H", "H", "H", "H"], "positions_angstrom": [[-0.27699, -0.36850, 1.71277], [-0.38244, 0.17790, 0.30307], [0.79512, 1.08618, -0.05372], [0.34226, 2.11926, -1.09063], [-0.06077, 3.35508, -0.42150], [-0.80700, -0.90826, -0.67782], [-0.84499, -2.26763, -0.15068], [0.50089, -2.82097, 0.18232], [-0.83256, 0.12652, 2.40786], [-0.66877, -1.32135, 1.71460], [0.67846, -0.42131, 2.05908], [-1.19525, 0.88998, 0.40453], [1.04267, 1.62919, 0.86010], [1.61699, 0.51545, -0.46610], [1.11514, 2.27513, -1.84638], [-0.52171, 1.73766, -1.64679], [-0.13666, 4.12761, -1.06932], [0.56591, 3.55836, 0.34026], [-0.24270, -0.88715, -1.61408], [-1.80017, -0.63806, -1.02063], [-1.19997, -2.86336, -0.88609], [1.01514, -3.09042, -0.73525], [0.99836, -2.26214, 0.96102], [0.29906, -3.74915, 0.73337]], "e_tot_ha": -364.1011, "charge": 1, "lumo_ev": -3.253, "e_above_lowest_ev": 2.022, "smiles": "CNC[C@@H]([NH3+])CCN", "multiplicity": 1, "homo_energy_ev": -12.7}